Entry 1:
{"formula": "C11H24AlBrCaF3N6O7PS2", "method": "ωB97M-V/def2-TZVPD", "spin_multiplicity": 1, "charge": 2, "energy_ev": -169236.218, "homo_ev": -11.94, "elements": ["C", "N", "C", "C", "O", "C", "C", "C", "N", "C", "N", "C", "C", "F", "P", "N", "N", "H", "H", "H", "H", "H", "H", "H", "H", "H", "H", "H", "H", "H", "H", "H", "H", "H", "H", "H", "H", "N", "S", "O", "O", "F", "S", "O", "O", "F", "Ca", "O", "C", "C", "O", "H", "H", "H", "H", "Al", "Br"], "coordinates": [[-3.576, 4.440, 2.121], [-4.192, 3.477, 3.049], [-5.428, 2.929, 2.459], [-3.278, 2.515, 3.426], [-2.071, 2.706, 3.415], [-3.766, 1.161, 3.932], [-3.311, 0.081, 2.962], [-2.045, -0.678, 3.392], [-1.557, -1.258, 2.107], [-1.723, -0.132, 1.312], [-0.872, 0.239, 0.412], [0.311, -0.595, 0.098], [1.436, -0.512, 1.127], [2.674, -0.650, 0.546], [-0.906, 1.712, -0.613], [-2.356, 2.147, -1.259], [-2.857, 0.608, 1.614], [-2.736, 4.928, 2.597], [-4.301, 5.218, 1.909], [-3.261, 3.956, 1.195], [-6.122, 2.635, 3.239], [-5.918, 3.706, 1.887], [-5.251, 2.083, 1.789], [-3.302, 1.046, 4.909], [-4.837, 1.142, 4.084], [-4.070, -0.689, 2.816], [-2.161, -1.445, 4.147], [-1.362, 0.090, 3.757], [-2.184, -2.022, 1.860], [0.737, -0.193, -0.820], [-0.009, -1.621, -0.032], [1.251, -1.313, 1.853], [1.427, 0.445, 1.648], [-0.363, 2.686, 0.214], [0.043, 1.451, -1.651], [-3.089, 1.509, -0.950], [-3.590, 0.320, 0.968], [3.104, -2.295, -2.655], [1.814, -3.192, -2.762], [1.819, -4.219, -3.736], [0.593, -2.464, -2.557], [2.009, -3.987, -1.384], [3.352, -1.342, -3.896], [4.672, -0.818, -3.883], [2.276, -0.449, -4.210], [3.366, -2.344, -5.105], [-2.505, 2.055, -3.549], [8.602, -1.978, -4.049], [7.415, -1.930, -3.836], [6.904, -3.935, -4.236], [5.710, -3.984, -4.045], [6.695, -1.503, -4.549], [6.999, -1.905, -2.810], [7.603, -4.445, -3.545], [7.319, -4.026, -5.257], [3.293, -2.078, 2.433], [1.578, 2.718, -1.891]]}

=====

Entry 2:
{"formula": "C11H24BrCl10NO3S", "method": "ωB97M-V/def2-TZVPD", "relative_energy_kj_mol": 102.3, "spin_multiplicity": 1, "energy_ev": -225527.771, "homo_ev": -9.37, "elements": ["C", "C", "C", "N", "O", "S", "O", "O", "C", "C", "C", "Br", "H", "H", "H", "H", "H", "H", "H", "H", "H", "H", "H", "H", "H", "H", "C", "Cl", "Cl", "H", "H", "C", "Cl", "Cl", "H", "H", "C", "Cl", "Cl", "H", "H", "C", "Cl", "Cl", "H", "H", "C", "Cl", "Cl", "H", "H"], "coordinates": [[-4.131, 1.689, 1.748], [-3.886, 1.563, 3.297], [-2.523, 2.205, 3.718], [-1.475, 1.258, 4.147], [-1.595, -0.003, 3.575], [-1.022, -0.116, 1.992], [-0.430, 1.176, 1.578], [0.269, -1.180, 2.242], [1.066, -1.143, 1.040], [1.907, -2.448, 0.867], [3.265, -2.086, 0.159], [2.923, -0.955, -1.430], [-4.372, 2.741, 1.526], [-3.226, 1.433, 1.174], [-4.992, 1.052, 1.493], [-4.067, 0.548, 3.672], [-4.673, 2.193, 3.753], [-2.715, 2.885, 4.568], [-2.134, 2.843, 2.896], [-0.539, 1.639, 4.080], [0.451, -1.027, 0.123], [1.784, -0.313, 1.152], [1.389, -3.202, 0.250], [2.197, -2.901, 1.830], [3.850, -2.982, -0.083], [3.873, -1.489, 0.862], [3.396, -1.626, 4.157], [5.074, -2.098, 3.860], [2.366, -3.032, 4.443], [3.361, -0.983, 5.030], [3.023, -1.092, 3.288], [-0.621, -1.375, -3.531], [-2.122, -0.763, -4.237], [-0.709, -1.433, -1.764], [-0.441, -2.379, -3.905], [0.196, -0.716, -3.825], [0.513, 0.206, -7.046], [1.389, 0.083, -5.514], [0.704, 1.805, -7.773], [0.901, -0.540, -7.732], [-0.542, 0.028, -6.861], [-2.361, -1.051, 6.533], [-1.526, -1.425, 8.047], [-3.981, -0.414, 6.833], [-1.789, -0.304, 5.993], [-2.441, -1.957, 5.942], [2.931, 3.073, -10.308], [1.817, 4.445, -10.362], [3.398, 2.552, -11.931], [3.822, 3.368, -9.764], [2.445, 2.247, -9.802]]}

=====

Entry 3:
{"formula": "C11H24Cl2NO2", "method": "ωB97M-V/def2-TZVPD", "spin_multiplicity": 1, "charge": 1, "energy_ev": -42417.568, "homo_ev": -11.58, "elements": ["C", "O", "C", "C", "C", "C", "C", "C", "C", "N", "C", "C", "O", "H", "H", "H", "H", "H", "H", "H", "H", "H", "H", "H", "H", "H", "H", "H", "H", "H", "H", "H", "H", "H", "H", "C", "Cl", "Cl", "H", "H"], "coordinates": [[-2.145, -3.228, -3.381], [-1.759, -2.778, -2.086], [-0.892, -3.711, -1.449], [0.217, -3.048, -0.577], [0.570, -1.581, -0.959], [0.993, -0.706, 0.298], [0.583, 0.778, -0.007], [1.672, 1.827, 0.432], [1.040, 3.257, 0.429], [-0.301, 3.433, 1.028], [-0.412, 4.944, 0.991], [0.187, 5.123, -0.491], [0.841, 3.877, -0.846], [-1.355, -3.068, -4.147], [-2.422, -4.300, -3.338], [-3.008, -2.605, -3.692], [-1.525, -4.326, -0.765], [-0.489, -4.408, -2.209], [1.142, -3.650, -0.727], [-0.012, -3.146, 0.504], [-0.239, -1.024, -1.460], [1.458, -1.604, -1.626], [0.352, -1.071, 1.127], [2.060, -0.828, 0.551], [0.411, 0.960, -1.090], [-0.389, 0.946, 0.517], [2.129, 1.601, 1.411], [2.459, 1.865, -0.348], [1.864, 3.889, 0.837], [-0.501, 2.953, 1.907], [-0.943, 3.127, 0.287], [-1.461, 5.272, 1.096], [0.274, 5.241, 1.803], [0.959, 5.902, -0.351], [-0.647, 5.424, -1.148], [-0.180, -3.208, 3.529], [1.461, -2.570, 3.685], [-1.302, -1.970, 2.945], [-0.170, -4.033, 2.822], [-0.517, -3.556, 4.500]]}

=====

Entry 4:
{"formula": "C11H24ClIN2O2OsPS", "method": "ωB97M-V/def2-TZVPD", "relative_energy_kj_mol": 0.0, "spin_multiplicity": 5, "charge": 3, "energy_ev": -62055.949, "homo_ev": [-19.91, -19.75], "elements": ["C", "C", "H", "H", "H", "O", "I", "Os", "P", "C", "C", "H", "H", "H", "C", "H", "H", "H", "H", "H", "H", "C", "O", "Cl", "C", "C", "N", "C", "S", "N", "C", "C", "H", "H", "H", "H", "H", "H", "H", "H", "H", "H", "H", "H"], "coordinates": [[-1.798, 2.882, -0.209], [-1.979, 1.494, -0.745], [-2.729, 3.173, 0.296], [-1.588, 3.598, -1.018], [-0.977, 2.929, 0.518], [-3.090, 0.982, -0.876], [1.636, -1.263, -2.088], [-0.276, 0.508, -1.228], [-0.919, 0.728, -3.493], [-2.055, -0.621, -3.927], [-1.882, 2.265, -3.736], [1.120, 1.549, -4.476], [-0.051, 1.032, -5.729], [0.900, -0.187, -4.805], [0.392, 0.783, -4.756], [-1.287, 3.114, -3.383], [-2.108, 2.391, -4.802], [-2.425, -0.474, -4.952], [-2.892, -0.610, -3.218], [-2.809, 2.208, -3.153], [-1.528, -1.578, -3.850], [-1.180, -1.020, -0.687], [-1.748, -1.988, -0.367], [0.960, 2.464, -1.976], [1.163, -0.095, 5.243], [0.290, -0.704, 4.166], [0.338, 0.116, 2.942], [0.852, -0.235, 1.774], [1.023, 1.032, 0.608], [1.306, -1.494, 1.542], [2.512, -1.989, 2.281], [2.351, -3.447, 2.645], [2.205, -0.027, 4.913], [1.126, -0.732, 6.134], [0.819, 0.913, 5.507], [0.596, -1.718, 3.890], [-0.757, -0.728, 4.491], [0.011, 1.079, 2.997], [1.445, -1.669, 0.537], [3.367, -1.856, 1.604], [2.690, -1.356, 3.157], [2.400, -4.086, 1.758], [3.172, -3.736, 3.307], [1.404, -3.624, 3.164]]}

=====

Entry 5:
{"formula": "C11H24ClIN2O2PSTm", "method": "ωB97M-V/def2-TZVPD", "relative_energy_kj_mol": 534.5, "spin_multiplicity": 3, "charge": 2, "energy_ev": -89131.707, "homo_ev": [-14.05, -14.05], "elements": ["C", "C", "H", "H", "H", "O", "I", "Tm", "P", "C", "C", "H", "H", "H", "C", "H", "H", "H", "H", "H", "H", "C", "O", "Cl", "C", "C", "N", "C", "S", "N", "C", "C", "H", "H", "H", "H", "H", "H", "H", "H", "H", "H", "H", "H"], "coordinates": [[0.646, 5.419, -6.745], [0.571, 5.147, -5.278], [0.885, 6.478, -6.918], [-0.312, 5.161, -7.203], [1.412, 4.775, -7.185], [0.742, 5.934, -4.363], [0.084, 3.023, -4.846], [-0.514, 0.686, -0.799], [-2.826, 1.104, -0.764], [-3.600, 1.778, 0.711], [-3.181, 2.290, -2.086], [-3.384, -0.809, -2.110], [-4.835, -0.086, -1.337], [-3.711, -1.108, -0.387], [-3.787, -0.367, -1.192], [-2.757, 1.922, -3.027], [-4.265, 2.411, -2.182], [-4.661, 1.957, 0.516], [-3.115, 2.720, 0.996], [-2.720, 3.257, -1.853], [-3.493, 1.077, 1.548], [-0.394, 1.224, 1.199], [-0.315, 1.552, 2.281], [-0.642, -0.106, -2.902], [0.696, -4.129, 4.161], [1.085, -3.953, 2.696], [0.575, -2.667, 2.172], [1.317, -1.651, 1.611], [0.574, -0.741, 0.669], [2.659, -1.392, 1.776], [3.507, -1.810, 2.914], [4.695, -2.634, 2.424], [1.119, -3.317, 4.778], [1.081, -5.094, 4.525], [-0.402, -4.120, 4.265], [2.171, -4.022, 2.560], [0.647, -4.775, 2.106], [-0.471, -2.639, 2.126], [3.145, -0.717, 1.140], [3.882, -0.909, 3.427], [2.916, -2.362, 3.654], [5.310, -2.036, 1.730], [5.313, -2.928, 3.287], [4.351, -3.544, 1.902]]}

=====

Entry 6:
{"formula": "C11H24FNO6S2", "method": "ωB97M-V/def2-TZVPD", "smiles": "O=S(=O)(F)NCCCS.CCOC(C)=O.CCOC(C)=O", "spin_multiplicity": 1, "energy_ev": -49958.888, "homo_ev": -9.25, "elements": ["O", "S", "O", "F", "N", "C", "C", "C", "S", "H", "H", "H", "H", "H", "H", "H", "H", "O", "C", "O", "C", "C", "C", "H", "H", "H", "H", "H", "H", "H", "H", "O", "C", "O", "C", "C", "C", "H", "H", "H", "H", "H", "H", "H", "H"], "coordinates": [[2.027, 0.029, 2.392], [1.321, 0.086, 1.156], [1.638, 1.108, 0.228], [1.563, -1.270, 0.440], [-0.277, 0.026, 1.401], [-0.952, 1.326, 1.495], [-2.471, 1.119, 1.464], [-2.923, 0.187, 0.328], [-3.372, -1.496, 0.843], [-0.501, -0.610, 2.155], [-0.622, 1.967, 0.684], [-0.705, 1.836, 2.429], [-2.735, 0.654, 2.414], [-2.967, 2.081, 1.391], [-3.791, 0.617, -0.167], [-2.153, 0.100, -0.433], [-3.458, -1.334, 2.168], [-1.413, 2.615, -2.650], [-2.479, 2.897, -3.120], [-3.586, 2.629, -2.398], [-4.896, 3.069, -2.764], [-5.561, 2.124, -3.742], [-2.617, 3.476, -4.508], [-4.866, 4.095, -3.135], [-5.454, 3.088, -1.830], [-5.016, 2.071, -4.685], [-6.579, 2.450, -3.953], [-5.596, 1.117, -3.326], [-2.609, 2.658, -5.226], [-1.756, 4.112, -4.694], [-3.514, 4.072, -4.658], [7.641, -4.867, 2.941], [6.690, -4.313, 2.466], [6.706, -2.972, 2.359], [5.693, -2.234, 1.667], [4.495, -1.936, 2.543], [5.457, -5.078, 2.039], [5.412, -2.745, 0.744], [6.178, -1.305, 1.375], [3.997, -2.852, 2.865], [3.768, -1.318, 2.024], [4.808, -1.404, 3.441], [4.827, -5.233, 2.914], [5.775, -6.047, 1.663], [4.872, -4.592, 1.263]]}

=====

Entry 7:
{"formula": "C11H24IN4O10", "method": "ωB97M-V/def2-TZVPD", "spin_multiplicity": 1, "charge": -1, "energy_ev": -46319.166, "homo_ev": -2.63, "elements": ["C", "C", "C", "C", "I", "O", "C", "C", "C", "O", "H", "H", "H", "H", "H", "H", "H", "H", "H", "H", "H", "H", "C", "N", "O", "O", "H", "H", "H", "C", "N", "O", "O", "H", "H", "H", "C", "N", "O", "O", "H", "H", "H", "C", "N", "O", "O", "H", "H", "H"], "coordinates": [[1.218, 2.030, 2.303], [0.723, 0.836, 2.146], [0.129, 0.400, 0.836], [-0.686, -0.916, 0.953], [-0.514, -1.815, -1.100], [-2.112, -0.633, 1.045], [-2.418, 0.054, 2.224], [-2.746, 1.540, 1.914], [-4.261, 1.737, 1.795], [-2.201, 2.446, 2.861], [1.111, 2.774, 1.528], [1.723, 2.324, 3.205], [0.701, 0.150, 2.976], [-0.404, 1.231, 0.383], [0.966, 0.181, 0.189], [-1.646, -0.039, 2.988], [-3.316, -0.391, 2.655], [-2.357, 1.720, 0.918], [-4.462, 2.457, 1.008], [-4.690, 2.070, 2.734], [-4.681, 0.798, 1.457], [-1.269, 2.545, 2.620], [2.657, -3.856, -2.631], [3.866, -3.380, -1.903], [4.289, -2.271, -2.166], [4.356, -4.142, -1.090], [2.335, -3.080, -3.314], [2.935, -4.758, -3.168], [1.887, -4.059, -1.890], [3.575, -2.142, 2.200], [2.420, -3.022, 2.527], [1.943, -3.670, 1.624], [2.036, -3.015, 3.685], [3.802, -2.247, 1.145], [3.283, -1.122, 2.436], [4.413, -2.461, 2.814], [-3.780, -0.202, -2.720], [-3.592, -0.151, -4.195], [-3.931, -1.122, -4.848], [-3.111, 0.867, -4.657], [-4.214, -1.159, -2.458], [-2.806, -0.083, -2.254], [-4.443, 0.616, -2.451], [2.022, 3.750, -2.482], [1.726, 2.679, -1.489], [0.587, 2.266, -1.435], [2.660, 2.298, -0.808], [1.108, 3.988, -3.015], [2.391, 4.612, -1.933], [2.780, 3.366, -3.159]]}

=====

Entry 8:
{"formula": "C11H24N2O4S", "method": "ωB97M-V/def2-TZVPD", "smiles": "CC(C)C[C@H](N)C(=O)O.CSCC[C@H](N)C(=O)O", "relative_energy_kj_mol": 274.7, "spin_multiplicity": 1, "energy_ev": -33800.248, "homo_ev": -8.68, "elements": ["C", "C", "C", "C", "C", "C", "C", "C", "C", "C", "C", "H", "H", "H", "H", "H", "H", "H", "H", "H", "H", "H", "H", "H", "H", "H", "H", "H", "H", "H", "H", "H", "H", "H", "H", "N", "N", "O", "O", "O", "O", "S"], "coordinates": [[0.468, -2.484, 1.888], [0.970, -1.233, 2.576], [1.381, -3.412, 1.081], [2.402, -2.673, 0.248], [2.390, -4.916, -1.556], [-2.563, 2.240, -0.141], [-2.418, 0.925, -0.930], [-1.152, 2.754, 0.140], [-0.277, 3.104, -1.086], [1.077, 3.655, -0.561], [-1.003, 3.995, -2.072], [-1.202, -2.510, 0.793], [-0.178, -1.440, 0.323], [-0.034, -3.091, 2.692], [1.794, -4.142, 1.593], [0.692, -3.855, 0.438], [3.070, -1.987, 0.860], [1.927, -2.050, -0.488], [2.970, -5.593, -2.038], [1.930, -4.300, -2.312], [1.666, -5.400, -0.988], [1.796, 0.396, 2.037], [-4.121, 1.439, 0.997], [-2.621, 1.389, 1.695], [-3.142, 2.895, -0.708], [-1.183, 3.527, 0.871], [-0.640, 1.944, 0.625], [-0.111, 2.148, -1.561], [1.265, 3.368, 0.343], [1.013, 4.694, -0.525], [1.817, 3.409, -1.163], [-0.367, 4.299, -2.886], [-1.397, 4.846, -1.579], [-1.731, 3.419, -2.445], [-1.953, -0.847, -0.801], [-0.589, -1.876, 1.067], [-3.215, 1.944, 1.124], [1.124, -1.085, 3.757], [1.298, -0.367, 1.571], [-2.739, 0.822, -2.098], [-1.912, -0.093, -0.198], [3.498, -3.859, -0.585]]}